# 1
The following is a quantum chemistry calculation of a structure of composition C28H42BrN3P2Pb, from the OMol25 dataset.

Molar mass = 769.72 g/mol
E_HOMO (alpha / beta) = -12.995 / -12.995 eV
Charge = +2
Relative energy (zero: lowest compared OMol25 entry of this formula, charge and spin) = 42.5 kcal/mol
E_LUMO (alpha / beta) = -9.0 / -9.0 eV

Last column: Mulliken charge in e.
Atoms and positions in Å:
1 C 1.932 4.872 -0.508  -0.232
2 C 0.875 4.796 -1.445  0.657
3 C 1.133 4.095 -2.640  -0.371
4 C 2.373 3.454 -2.805  -0.448
5 N 3.318 3.472 -1.863  -0.412
6 C 3.142 4.205 -0.767  -0.559
7 C -0.484 5.065 -1.016  0.251
8 C -1.470 4.771 -0.360  -0.953
9 C -2.230 3.979 0.597  0.540
10 C -1.537 3.322 1.657  -0.311
11 C -2.216 2.476 2.597  -1.084
12 C -3.332 1.971 2.025  0.144
13 C -4.153 2.586 1.140  -0.399
14 C -3.619 3.730 0.485  -0.468
15 Pb -1.564 0.006 1.755  1.392
16 P 2.061 -0.438 0.337  0.433
17 H 0.341 3.811 -3.343  0.422
18 H 1.776 5.229 0.519  0.484
19 H 2.611 2.892 -3.718  0.410
20 H 3.988 4.250 -0.065  0.437
21 H -4.269 4.391 -0.083  0.524
22 H -0.468 3.501 1.801  0.513
23 H -5.152 2.225 0.869  0.546
24 H -1.766 2.196 3.538  0.736
25 C 2.768 -2.117 0.576  -0.755
26 C 3.888 -2.644 -0.315  -1.364
27 H 1.895 -2.786 0.478  0.357
28 H 3.084 -2.163 1.629  0.581
29 H 4.045 -3.702 -0.063  0.431
30 H 3.657 -2.602 -1.383  0.270
31 H 4.846 -2.133 -0.161  0.268
32 C 2.259 -0.086 -1.471  -0.224
33 C 3.588 0.353 -2.068  -1.337
34 H 1.519 0.716 -1.637  0.316
35 H 1.883 -0.978 -1.997  0.222
36 H 3.456 0.392 -3.161  0.416
37 H 3.880 1.369 -1.771  0.216
38 H 4.425 -0.325 -1.853  0.263
39 C 3.271 0.699 1.129  -0.104
40 C 4.748 0.348 1.256  -1.307
41 H 2.848 0.810 2.142  0.454
42 H 3.157 1.674 0.634  -0.068
43 H 5.217 1.127 1.876  0.423
44 H 4.926 -0.609 1.757  0.303
45 H 5.288 0.330 0.300  0.237
46 Br -4.033 -0.707 2.256  -0.333
47 P -1.779 -1.768 -0.971  0.357
48 C -0.668 -2.548 -2.189  -0.214
49 C -1.225 -3.836 -2.782  -1.342
50 H 0.261 -2.766 -1.627  0.094
51 H -0.378 -1.837 -2.983  0.475
52 H -0.504 -4.294 -3.468  0.429
53 H -1.433 -4.570 -1.997  0.287
54 H -2.149 -3.654 -3.342  0.266
55 C -2.871 -3.038 -0.206  -0.364
56 C -4.230 -3.240 -0.860  -1.383
57 H -3.053 -2.700 0.830  0.185
58 H -2.340 -3.999 -0.122  0.452
59 H -4.835 -3.946 -0.275  0.440
60 H -4.803 -2.309 -0.903  0.261
61 H -4.136 -3.651 -1.870  0.251
62 C -2.813 -0.464 -1.752  -0.292
63 C -3.237 -0.785 -3.181  -1.349
64 H -2.192 0.450 -1.769  0.409
65 H -3.686 -0.214 -1.123  0.289
66 H -3.802 0.047 -3.622  0.413
67 H -2.368 -0.946 -3.826  0.318
68 H -3.872 -1.675 -3.227  0.253
69 N -0.398 -2.473 3.940  -0.114
70 C -0.296 -2.665 5.281  -0.284
71 C -0.755 -1.505 5.894  -0.705
72 C -1.111 -0.645 4.866  -0.268
73 N -0.921 -1.241 3.667  0.207
74 H -0.099 -3.066 3.187  0.143
75 H 0.073 -3.581 5.685  0.471
76 H -0.834 -1.281 6.951  0.419
77 H -1.454 0.376 4.935  0.381



# 2
The following is a quantum chemistry calculation of a cluster of 5 separate species, C28H42F9N2O15PS in total, from the OMol25 dataset.

Molar mass = 880.67 g/mol
E_HOMO = -8.831 eV
Charge = 0
Structure (SMILES) = CCOCCc1c([PH2]=N)cc(CCC(F)(F)C(F)(F)S(F)(F)(F)(F)F)c2c1C(=O)NC2=O.COC(=O)OC.COC(=O)OC.COC(=O)OC.COC(=O)OC
E_LUMO = -1.6 eV

Last column: Mulliken charge in e.
Atoms and positions in Å:
1 C -4.226 -2.385 -7.909  -1.057
2 C -4.722 -1.013 -7.237  0.159
3 O -4.889 0.079 -8.179  -0.436
4 C -4.328 1.315 -7.663  -0.411
5 C -5.309 2.056 -6.600  -0.827
6 C -4.619 2.157 -5.154  0.323
7 C -3.568 3.235 -4.745  0.425
8 P -3.037 4.551 -6.025  0.356
9 N -2.560 5.868 -5.235  -0.741
10 C -2.881 3.292 -3.331  -0.768
11 C -3.251 2.222 -2.280  0.681
12 C -2.640 2.074 -0.817  -0.792
13 C -1.039 2.005 -0.750  -0.922
14 C -0.396 0.944 -1.805  0.983
15 F -1.335 -0.146 -1.839  -0.312
16 F -0.293 1.641 -3.036  -0.247
17 C 0.997 0.475 -1.170  0.620
18 F 1.666 1.526 -0.460  -0.207
19 F 0.660 -0.479 -0.152  -0.264
20 S 2.188 -0.382 -2.333  1.228
21 F 2.003 -1.834 -1.477  -0.344
22 F 0.999 -0.906 -3.370  -0.298
23 F 2.514 0.995 -3.207  -0.273
24 F 3.433 -0.011 -1.241  -0.320
25 F 3.306 -1.182 -3.287  -0.297
26 C -4.328 1.159 -2.689  -0.476
27 C -5.011 1.117 -4.080  0.120
28 C -6.033 -0.101 -4.075  0.310
29 O -7.040 -0.367 -4.761  -0.563
30 N -5.508 -0.897 -2.937  -0.144
31 C -4.944 -0.048 -1.856  0.091
32 O -5.015 -0.268 -0.629  -0.590
33 H -4.715 -3.272 -7.354  0.277
34 H -3.085 -2.465 -7.797  0.243
35 H -4.551 -2.468 -9.000  0.279
36 H -5.743 -1.235 -6.752  0.095
37 H -3.999 -0.730 -6.394  0.158
38 H -4.169 1.996 -8.584  0.246
39 H -3.281 1.114 -7.224  0.417
40 H -6.334 1.525 -6.566  0.391
41 H -5.471 3.126 -7.008  0.336
42 H -4.084 4.845 -6.956  0.091
43 H -1.871 4.070 -6.746  0.116
44 H -3.133 6.669 -5.538  0.209
45 H -2.113 4.101 -3.064  0.326
46 H -3.041 1.181 -0.225  0.333
47 H -2.972 3.013 -0.229  0.433
48 H -0.512 3.017 -0.832  0.343
49 H -0.765 1.592 0.292  0.410
50 H -6.171 -1.593 -2.549  0.329
51 C 4.974 0.858 5.884  -0.479
52 O 4.673 1.852 4.903  -0.314
53 C 3.896 1.416 3.899  0.763
54 O 3.456 0.299 3.775  -0.552
55 O 3.692 2.442 3.055  -0.386
56 C 2.874 2.120 1.931  -0.630
57 H 5.605 1.319 6.644  0.237
58 H 4.060 0.502 6.365  0.187
59 H 5.524 0.028 5.436  0.272
60 H 1.877 1.813 2.255  0.282
61 H 3.341 1.340 1.326  0.273
62 H 2.777 3.019 1.320  0.333
63 C 8.348 0.102 11.184  -0.612
64 O 7.635 -1.132 11.137  -0.318
65 C 6.966 -1.339 9.991  0.795
66 O 6.929 -0.588 9.046  -0.528
67 O 6.345 -2.526 10.080  -0.308
68 C 5.588 -2.879 8.923  -0.578
69 H 8.849 0.162 12.151  0.217
70 H 9.107 0.140 10.399  0.286
71 H 7.662 0.947 11.098  0.288
72 H 6.237 -2.960 8.048  0.285
73 H 4.792 -2.152 8.747  0.263
74 H 5.133 -3.852 9.106  0.213
75 C 1.528 -3.869 -3.711  -0.536
76 O 0.822 -5.108 -3.761  -0.331
77 C 0.149 -5.313 -4.905  0.753
78 O 0.103 -4.557 -5.846  -0.545
79 O -0.464 -6.505 -4.820  -0.325
80 C -1.224 -6.856 -5.975  -0.592
81 H 2.033 -3.810 -2.748  0.246
82 H 2.283 -3.823 -4.499  0.336
83 H 0.837 -3.031 -3.790  0.218
84 H -0.578 -6.928 -6.854  0.287
85 H -2.025 -6.133 -6.144  0.263
86 H -1.672 -7.833 -5.795  0.220
87 C -0.708 0.204 9.890  -0.637
88 O 0.280 0.032 8.876  -0.306
89 C 0.256 0.973 7.917  0.710
90 O -0.507 1.907 7.860  -0.540
91 O 1.229 0.694 7.034  -0.250
92 C 1.321 1.619 5.952  -0.469
93 H -0.595 -0.610 10.607  0.217
94 H -0.561 1.150 10.415  0.296
95 H -1.712 0.151 9.463  0.294
96 H 1.549 2.622 6.320  0.387
97 H 0.398 1.623 5.368  0.371
98 H 2.137 1.295 5.305  -0.089



# 3
The following is a quantum chemistry calculation of a structure of composition C28H42N10O12P, from the OMol25 dataset.

Molar mass = 741.68 g/mol
E_HOMO = -0.164 eV
Charge = -3
Relative energy (zero: lowest compared OMol25 entry of this formula, charge and spin) = 0.0 kcal/mol
E_LUMO = 6.3 eV

Last column: Mulliken charge in e.
Atoms and positions in Å:
1 P 0.154 -0.123 -0.223  -3.065
2 O -1.150 0.495 -0.340  -0.438
3 O 0.423 -1.137 -1.542  0.032
4 O 0.332 -0.967 1.011  1.026
5 O 1.065 0.948 -0.242  -0.474
6 N 1.733 -0.479 -4.035  0.274
7 C 2.523 0.592 -3.959  -0.293
8 C 3.315 0.639 -5.272  -0.554
9 C 2.746 -0.551 -6.096  -0.535
10 C 1.641 -1.119 -5.182  -0.186
11 H 1.054 -0.619 -3.198  -0.020
12 H 2.694 0.995 -3.164  0.354
13 H 4.006 1.449 -5.654  0.298
14 H 2.992 -0.984 -7.139  0.246
15 H 0.915 -1.959 -5.255  0.253
16 N 0.151 -2.297 3.152  0.474
17 C 0.801 -3.483 3.227  -0.169
18 C 0.707 -3.995 4.697  -0.658
19 C -0.059 -2.981 5.378  -0.776
20 C -0.424 -1.930 4.347  -0.642
21 H 0.348 -1.793 2.121  0.507
22 H 1.421 -3.896 2.376  0.270
23 H 0.928 -5.029 5.124  0.254
24 H -0.507 -2.950 6.316  0.439
25 H -0.632 -0.918 4.482  0.503
26 N -2.070 3.137 -0.471  0.368
27 C -3.345 3.589 0.089  -0.639
28 C -3.201 4.976 0.532  -1.041
29 C -1.941 5.441 -0.070  -0.732
30 C -1.262 4.185 -0.440  -0.466
31 H -1.722 2.132 -0.754  0.450
32 H -3.872 2.705 0.235  0.640
33 H -3.980 5.407 0.972  0.629
34 H -1.405 6.448 -0.277  0.262
35 H -0.348 4.000 -0.791  0.671
36 N -3.708 0.429 -1.816  0.307
37 C -4.590 1.451 -2.268  -0.332
38 C -5.884 0.699 -2.667  -0.719
39 C -5.526 -0.794 -2.573  -0.787
40 C -4.147 -0.878 -2.056  -0.104
41 H -2.685 0.621 -1.534  0.061
42 H -4.314 2.514 -2.140  0.466
43 H -6.798 1.241 -2.724  0.387
44 H -6.151 -1.514 -2.914  0.561
45 H -3.388 -1.761 -1.644  0.164
46 N 2.404 3.302 -0.883  0.456
47 C 2.923 3.910 -1.989  -0.475
48 C 3.847 4.964 -1.434  -0.323
49 C 3.544 5.035 0.057  -0.636
50 C 2.653 4.010 0.315  -0.373
51 H 1.728 2.296 -0.994  0.388
52 H 3.058 3.463 -3.120  0.128
53 H 4.556 5.717 -1.807  0.327
54 H 3.967 5.882 0.672  0.307
55 H 1.978 3.893 1.120  0.373
56 N -0.692 -3.208 -1.636  0.634
57 C -1.207 -3.795 -0.491  -0.613
58 C -1.805 -5.268 -1.023  -1.052
59 C -1.785 -5.134 -2.431  -0.631
60 C -1.031 -3.768 -2.731  -0.398
61 H -0.077 -2.224 -1.556  0.153
62 H -0.825 -3.387 0.550  0.460
63 H -2.227 -5.978 -0.418  0.500
64 H -2.243 -5.734 -3.191  0.386
65 H -0.887 -3.262 -3.729  0.227
66 C -0.045 1.651 2.948  -0.791
67 N 0.538 2.400 4.116  1.146
68 O 1.632 2.136 4.633  -0.571
69 O -0.192 3.279 4.651  -0.664
70 H -1.058 1.639 2.935  0.923
71 H 0.207 0.741 2.765  -0.342
72 H 0.395 2.147 2.078  0.286
73 C 2.535 -3.083 -0.322  -0.413
74 N 3.397 -4.014 0.543  1.047
75 O 4.517 -3.595 0.795  -0.636
76 O 2.867 -4.983 0.928  -0.614
77 H 3.196 -2.345 -0.753  0.276
78 H 1.682 -2.663 0.039  -0.126
79 H 2.244 -3.797 -1.100  0.352
80 C -3.003 -0.399 2.079  0.314
81 N -3.409 -0.458 3.552  0.951
82 O -3.656 -1.600 4.064  -0.584
83 O -3.323 0.442 4.299  -0.590
84 H -2.276 -1.091 1.843  0.106
85 H -2.572 0.498 2.127  -0.330
86 H -4.018 -0.385 1.584  0.248
87 C 3.133 0.004 1.649  -0.585
88 N 4.394 0.181 2.288  1.174
89 O 4.292 0.808 3.296  -0.620
90 O 5.410 -0.228 1.773  -0.689
91 H 2.688 -1.050 1.607  0.137
92 H 3.311 0.415 0.720  0.334
93 H 2.393 0.691 1.961  0.155